C3H6N2O | ωB97M-V/def2-TZVPD

Geometry as XYZ:
```
12
Properties=species:S:1:pos:R:3
O -2.421 0.700 -1.167
N 1.015 -0.143 0.116
N -0.217 -0.052 -0.049
C -2.381 -0.358 -0.562
C 1.776 1.012 0.467
C -1.184 -0.991 -0.065
H -3.079 -1.029 -0.992
H -1.031 -2.196 -0.052
H 2.236 1.427 -0.356
H 1.356 1.972 0.910
H 2.727 0.735 0.989
H 1.202 -1.077 0.761
```

Values from the calculation:
Structure (SMILES) ... CN/N=C/C=O
Energy relative to the best compared isomer or geometry (same formula, charge and spin) ... 480.85 kJ/mol
Molar mass ... 86.09 u
HOMO level ... -8.8 eV
Charge ... 0
Kohn-Sham gap ... 8.9635 eV